No. 1
{
  "formula": "C24H41I2N3O11S4",
  "method": "ωB97M-V/def2-TZVPD",
  "species": ["C", "C", "N", "C", "C", "C", "S", "S", "C", "C", "C", "C", "C", "C", "C", "C", "C", "O", "O", "C", "O", "N", "C", "C", "N", "C", "I", "C", "C", "I", "H", "H", "H", "H", "H", "H", "H", "H", "H", "H", "H", "H", "H", "H", "H", "H", "H", "H", "H", "H", "H", "H", "H", "H", "H", "H", "H", "H", "H", "H", "H", "H", "H", "O", "S", "O", "O", "C", "C", "O", "H", "H", "H", "H", "O", "S", "O", "O", "C", "C", "O", "H", "H", "H", "H"],
  "coordinates": [[1.2167, -0.6705, -6.0930], [-0.0662, -1.2740, -5.4999], [0.0251, -1.3965, -4.0161], [0.7620, -2.6270, -3.6950], [0.8954, -2.9070, -2.1998], [-1.3083, -1.3901, -3.5327], [-2.2610, -2.6837, -3.3433], [-1.9428, 0.2339, -3.2319], [-0.8289, 0.8889, -1.9379], [-1.5182, 0.7964, -0.5800], [-0.5604, 0.9604, 0.5931], [0.4260, -0.2123, 0.6943], [1.9489, -0.0280, 0.5509], [2.6952, 1.1382, 1.1925], [3.8667, 1.6301, 0.3169], [5.2385, 1.3990, 0.9536], [6.0973, 0.4561, 0.1454], [6.0909, 0.4062, -1.0652], [6.9676, -0.3194, 0.8641], [2.4314, -1.4097, 1.0059], [3.5895, -1.7797, 0.9673], [1.3426, -2.2099, 1.4466], [0.2377, -1.3152, 1.7871], [-1.1466, -1.9259, 1.6086], [-1.2051, -2.7337, 0.3685], [0.3620, -0.8952, 3.2595], [0.3713, 1.1528, 3.8281], [0.4543, -1.7528, 4.2961], [0.5357, -1.3786, 5.7457], [0.5394, -3.8544, 4.0374], [0.9581, 0.2123, -6.6657], [1.7103, -1.3761, -6.7508], [1.8786, -0.3781, -5.2885], [-0.3063, -2.2363, -5.9473], [-0.8988, -0.6195, -5.7176], [1.7641, -2.4687, -4.0868], [0.3744, -3.4960, -4.2230], [1.8971, -3.2639, -1.9866], [0.6985, -2.0154, -1.6165], [0.1978, -3.6839, -1.9140], [-0.6947, 1.9277, -2.2075], [0.1098, 0.3490, -1.9953], [-2.1206, -0.0984, -0.4852], [-2.2121, 1.6345, -0.5410], [-1.1640, 0.9750, 1.4945], [-0.0577, 1.9207, 0.5322], [0.2070, -0.8034, -0.1947], [2.1560, 0.0260, -0.5159], [3.0947, 0.8113, 2.1454], [2.0149, 1.9644, 1.3368], [3.8567, 1.1933, -0.6745], [3.7542, 2.7008, 0.1766], [5.8059, 2.3217, 1.0409], [5.1474, 1.0147, 1.9650], [6.4966, -0.7718, 1.5688], [1.0850, -2.8106, 0.6638], [-1.9029, -1.1515, 1.5650], [-1.4253, -2.5593, 2.4402], [-1.3365, -3.7039, 0.6160], [-2.0183, -2.4695, -0.1708], [1.5474, -1.0844, 6.0045], [-0.1881, -0.6186, 6.0071], [0.3109, -2.2514, 6.3489], [-0.5292, 2.2025, 7.4176], [-1.2092, 3.4118, 7.1303], [-2.5239, 3.4217, 6.6076], [-0.2599, 4.3091, 6.1991], [-0.0153, 5.5805, 6.8155], [-0.0958, 5.2987, 8.3016], [-1.1696, 4.3564, 8.4227], [-0.7926, 6.2769, 6.4956], [0.9582, 5.9546, 6.5120], [-0.3168, 6.1859, 8.8874], [0.8192, 4.8321, 8.6720], [-3.2462, -1.3531, -6.4828], [-4.6262, -1.6674, -6.4101], [-5.1452, -2.8603, -6.9669], [-5.4490, -0.4123, -6.9743], [-6.3715, 0.0624, -5.9849], [-5.7136, -0.2786, -4.6635], [-5.1168, -1.5604, -4.8937], [-7.3185, -0.4662, -6.1112], [-6.5291, 1.1297, -6.1120], [-6.4226, -0.3446, -3.8436], [-4.9232, 0.4309, -4.4085]],
  "lowdin_charge": [-0.063, -0.242, -0.208, -0.268, -0.087, -1.108, 0.752, 0.904, -0.432, -0.261, -0.200, -0.241, -0.174, -0.176, -0.156, -0.099, -0.497, 0.111, 0.085, -0.370, 0.112, 0.073, -0.474, -0.207, 0.048, -0.584, 1.130, -0.764, -0.238, 0.958, 0.067, 0.069, 0.071, 0.118, 0.076, 0.114, 0.101, 0.080, 0.039, 0.051, 0.073, 0.066, 0.088, 0.111, 0.045, 0.107, 0.091, 0.143, 0.088, 0.066, 0.105, 0.108, 0.127, 0.110, 0.106, 0.120, 0.119, 0.056, 0.080, 0.054, 0.084, 0.035, 0.032, -0.239, 0.569, -0.212, -0.209, -0.160, -0.161, -0.185, 0.135, 0.135, 0.136, 0.135, -0.232, 0.579, -0.208, -0.185, -0.159, -0.163, -0.218, 0.133, 0.134, 0.137, 0.113],
  "total_energy_ev": -112085.0809,
  "smiles": "CCN(CC)C(=S)SCCC[C@H]1[C@@H](CCCC(=O)O)C(=O)N[C@@]1(CN)/C(I)=C(/C)I.O=S1(=O)OCCO1.O=S1(=O)OCCO1"
}

***

No. 2
{
  "formula": "C4H3N",
  "method": "ωB97M-V/def2-TZVPD",
  "species": ["C", "C", "C", "C", "N", "H", "H", "H"],
  "coordinates": [[-0.1712, -0.9248, 0.4529], [0.1097, 0.2237, -0.4300], [0.7103, 1.5295, -1.4650], [1.6450, 1.1520, -2.3809], [2.4896, 0.7534, -3.0518], [0.8101, -1.2244, 0.9182], [-1.1558, -1.3568, 0.3816], [0.5816, 2.3697, -0.9059]],
  "lowdin_charge": [-0.011, 0.133, -0.035, -0.351, 0.151, 0.068, 0.031, 0.013],
  "e_above_lowest_ev": 4.445,
  "total_energy_ev": -5680.0628,
  "smiles": "C=C=CC#N"
}

***

No. 3
{
  "formula": "C5H8BFO2",
  "method": "ωB97M-V/def2-TZVPD",
  "species": ["C", "C", "C", "C", "C", "H", "H", "H", "H", "H", "H", "O", "B", "O", "H", "F", "H"],
  "coordinates": [[2.1011, 2.1600, 1.6400], [2.3239, 0.8542, 1.3150], [1.3730, -0.1749, 1.1986], [0.4988, -1.0212, 1.2518], [-0.3960, -2.0509, 0.6781], [2.8613, 2.9048, 1.6947], [1.0763, 2.5918, 1.6061], [3.3298, 0.4020, 1.1765], [-0.1534, -3.0088, 1.1601], [-1.4021, -1.7423, 1.0144], [-0.2372, -2.2314, -0.4321], [-1.2908, -0.5399, -2.4407], [-0.5048, 0.1772, -1.8141], [0.1300, 0.8405, -0.9276], [0.7005, 1.2074, -0.3272], [-5.5645, -0.3032, -3.6428], [-4.8460, -0.0654, -3.1510]],
  "lowdin_charge": [0.039, -0.200, -0.100, -0.042, -0.083, 0.046, 0.082, 0.118, 0.076, 0.091, 0.105, 0.104, -0.552, 0.286, 0.032, -0.055, 0.053],
  "e_above_lowest_ev": 2.208,
  "total_energy_ev": -12802.2364,
  "smiles": "C=CC#CC.O=BO.F"
}

***

No. 4
{
  "formula": "C7H14N",
  "method": "ωB97M-V/def2-TZVPD",
  "species": ["C", "C", "C", "C", "C", "C", "C", "N", "H", "H", "H", "H", "H", "H", "H", "H", "H", "H", "H", "H", "H", "H"],
  "coordinates": [[-0.5795, -1.7899, 3.9289], [-0.8560, -0.8700, 3.0090], [-0.2875, -0.9947, 1.6602], [-0.1422, -0.0251, 0.7601], [0.5070, -0.2210, -0.5818], [0.3639, 0.9785, -1.4776], [-0.9865, 1.2386, -2.0711], [1.4823, 0.8403, -2.5468], [-0.9324, -1.5994, 4.9369], [-0.2882, -2.8093, 3.7224], [-1.2558, 0.1024, 3.2735], [0.3127, -1.9058, 1.5916], [-0.5630, 0.9063, 1.1162], [0.0539, -1.1196, -1.0175], [1.5290, -0.5875, -0.4182], [0.6638, 1.9021, -0.9851], [-1.3501, 2.2564, -2.0122], [-1.7338, 0.6414, -1.5235], [-1.2304, 0.6828, -2.9839], [1.6007, 1.7020, -3.0737], [1.3579, 0.1069, -3.2505], [2.3341, 0.5648, -2.0569]],
  "lowdin_charge": [0.030, -0.172, -0.125, -0.110, -0.178, -0.330, -0.032, 0.218, 0.065, 0.068, 0.105, 0.120, 0.117, 0.137, 0.127, 0.154, 0.095, 0.103, 0.100, 0.171, 0.175, 0.161],
  "e_above_lowest_ev": 1.234,
  "total_energy_ev": -8967.8438,
  "smiles": "C=C/C=C/C[C@H](C)[NH3+]",
  "total_charge": 1
}

***

No. 5
{
  "formula": "C10H18Br12",
  "method": "ωB97M-V/def2-TZVPD",
  "species": ["C", "Br", "Br", "Br", "H", "C", "Br", "Br", "Br", "H", "C", "Br", "Br", "Br", "H", "C", "Br", "Br", "Br", "H", "C", "C", "C", "C", "C", "C", "H", "H", "H", "H", "H", "H", "H", "H", "H", "H", "H", "H", "H", "H"],
  "coordinates": [[-2.9717, -0.6181, -2.8448], [-2.6988, 0.7979, -1.5587], [-3.2894, 0.0049, -4.6371], [-4.4828, -1.6995, -2.2586], [-2.1182, -1.2504, -2.8932], [5.1429, -4.1345, -1.0035], [5.0057, -5.4730, 0.3815], [3.6443, -4.2783, -2.2139], [6.6880, -4.4734, -2.0524], [5.1013, -3.1863, -0.5495], [0.5094, -2.9433, 0.7131], [1.9891, -1.9600, 1.5438], [0.9084, -4.7761, 0.7400], [0.2572, -2.4218, -1.0567], [-0.3169, -2.7743, 1.3284], [-4.0410, -2.8259, 1.7320], [-3.3222, -4.3196, 0.6465], [-5.8479, -2.3732, 1.2372], [-2.9989, -1.2842, 1.5237], [-4.0751, -3.0638, 2.7697], [-1.7591, 1.8080, 2.2653], [-0.3424, 1.4609, 1.7781], [0.1405, 2.6567, 0.9336], [1.2770, 2.2260, -0.0141], [2.0861, 3.3286, -0.6869], [1.2366, 4.2263, -1.6117], [-2.3639, 1.8217, 1.3275], [-1.9029, 2.7371, 2.7978], [-2.2243, 1.0365, 2.9399], [0.3948, 1.2850, 2.5902], [-0.3839, 0.5239, 1.1754], [0.4049, 3.4148, 1.6515], [-0.7639, 3.0482, 0.4279], [1.9724, 1.5545, 0.5281], [0.7995, 1.5360, -0.7642], [2.4687, 4.0019, 0.0595], [2.9652, 2.9845, -1.2695], [1.1406, 3.8454, -2.6689], [0.2145, 4.3384, -1.2491], [1.5561, 5.2186, -1.7579]],
  "lowdin_charge": [-1.596, 0.563, 0.585, 0.535, -0.068, -1.620, 0.550, 0.534, 0.582, -0.039, -1.675, 0.552, 0.584, 0.599, -0.092, -1.583, 0.541, 0.564, 0.642, -0.032, -0.160, -0.284, -0.235, -0.224, -0.254, -0.114, 0.040, 0.068, 0.037, 0.112, 0.075, 0.110, 0.099, 0.104, 0.116, 0.091, 0.109, 0.086, 0.058, 0.041],
  "total_energy_ev": -851170.0263
}

***

No. 6
{
  "formula": "C50H105N5O15",
  "method": "ωB97M-V/def2-TZVPD",
  "species": ["C", "C", "C", "N", "C", "C", "C", "C", "C", "C", "H", "H", "H", "H", "H", "H", "H", "H", "H", "H", "H", "H", "H", "H", "H", "H", "H", "H", "H", "H", "C", "C", "C", "N", "C", "C", "C", "C", "C", "C", "H", "H", "H", "H", "H", "H", "H", "H", "H", "H", "H", "H", "H", "H", "H", "H", "H", "H", "H", "H", "C", "C", "C", "N", "C", "C", "C", "C", "C", "C", "H", "H", "H", "H", "H", "H", "H", "H", "H", "H", "H", "H", "H", "H", "H", "H", "H", "H", "H", "H", "C", "C", "C", "N", "C", "C", "C", "C", "C", "C", "H", "H", "H", "H", "H", "H", "H", "H", "H", "H", "H", "H", "H", "H", "H", "H", "H", "H", "H", "H", "C", "C", "C", "N", "C", "C", "C", "C", "C", "C", "H", "H", "H", "H", "H", "H", "H", "H", "H", "H", "H", "H", "H", "H", "H", "H", "H", "H", "H", "H", "O", "C", "O", "O", "H", "O", "C", "O", "O", "H", "O", "C", "O", "O", "H", "O", "C", "O", "O", "H", "O", "C", "O", "O", "H"],
  "coordinates": [[-1.1448, 2.9389, -4.9072], [-2.3271, 2.3458, -4.0364], [-2.3030, 2.7901, -2.5363], [-3.5482, 2.2604, -1.7038], [-3.3623, 2.8933, -0.3013], [-4.2253, 2.2470, 0.7857], [-4.2389, 0.7437, 0.6600], [-4.5148, 0.1105, -0.7560], [-3.5519, 0.6619, -1.8251], [-4.9570, 2.6473, -2.2846], [-1.4793, 2.9395, -5.9446], [-0.2249, 2.3947, -4.6932], [-1.0150, 3.9817, -4.6174], [-2.2093, 1.2641, -4.1009], [-3.1795, 2.8215, -4.5215], [-2.3670, 3.8646, -2.3651], [-1.4163, 2.3259, -2.1045], [-2.3776, 2.5931, 0.0569], [-3.5208, 3.9685, -0.3838], [-3.9469, 2.4902, 1.8111], [-5.2064, 2.7151, 0.7064], [-3.2949, 0.3993, 1.0821], [-4.9745, 0.2870, 1.3220], [-4.1233, -0.9001, -0.6397], [-5.5250, 0.0244, -1.1564], [-2.5283, 0.3477, -1.6210], [-4.0528, 0.2189, -2.6859], [-5.1724, 2.0885, -3.1953], [-4.8462, 3.7276, -2.3784], [-5.6414, 2.3987, -1.4735], [-0.6639, 6.8742, -0.1937], [-1.2285, 6.4349, 1.1504], [-0.1290, 5.8273, 2.0582], [-0.5561, 5.2785, 3.4393], [-1.4704, 4.0661, 3.1707], [-0.7841, 2.8963, 2.2887], [0.6663, 2.5167, 2.9066], [1.4874, 3.7321, 3.3426], [0.7780, 4.8424, 4.1772], [-1.2926, 6.2978, 4.3823], [-0.4629, 6.1084, -0.9429], [0.2626, 7.4328, -0.0613], [-1.4254, 7.3527, -0.8095], [-2.0233, 5.7530, 0.8483], [-1.5441, 7.3039, 1.7279], [0.6308, 6.5731, 2.2916], [0.4042, 5.0557, 1.5029], [-2.2878, 4.4738, 2.5759], [-1.9542, 3.8446, 4.1220], [-0.6039, 3.3590, 1.3184], [-1.3999, 1.9994, 2.3554], [1.1903, 1.7461, 2.3412], [0.3222, 2.0957, 3.8513], [1.9539, 4.1872, 2.4689], [2.2952, 3.2765, 3.9153], [1.3836, 5.7486, 4.1678], [0.6439, 4.4746, 5.1945], [-1.5369, 5.8220, 5.3321], [-2.2349, 6.5378, 3.8897], [-0.6330, 7.1326, 4.6191], [6.1966, -2.3825, -0.7515], [6.4902, -0.9800, -0.3618], [6.4544, -0.7068, 1.0990], [6.5101, 0.7759, 1.4409], [5.3453, 1.4940, 0.8837], [4.8810, 2.7800, 1.6526], [4.8767, 2.5496, 3.1894], [6.2990, 2.0960, 3.5521], [6.6448, 0.8137, 2.9644], [7.7934, 1.4398, 0.8585], [5.6454, -2.8029, 0.0897], [7.0729, -3.0147, -0.8947], [5.5793, -2.3011, -1.6461], [5.8942, -0.1724, -0.7870], [7.5162, -0.8151, -0.6906], [7.3562, -1.0002, 1.6363], [5.5116, -1.0736, 1.5048], [4.5404, 0.7653, 0.7874], [5.6579, 1.8116, -0.1110], [3.9702, 3.2729, 1.3126], [5.6452, 3.5090, 1.3830], [4.0898, 1.8274, 3.4068], [4.7312, 3.4674, 3.7590], [6.6067, 2.0238, 4.5953], [7.0391, 2.8392, 3.2555], [6.0564, 0.0280, 3.4383], [7.6088, 0.3797, 3.2298], [7.6811, 1.4216, -0.2255], [8.6800, 0.8338, 1.0451], [8.0309, 2.4237, 1.2631], [-6.5526, -5.9938, -2.2772], [-5.9062, -5.1541, -1.1533], [-4.7458, -5.8477, -0.5305], [-4.0633, -4.9770, 0.5829], [-5.1023, -4.8934, 1.7761], [-4.4819, -4.2440, 3.0219], [-4.1546, -2.8593, 2.4466], [-3.0128, -2.8776, 1.2830], [-3.6453, -3.6079, 0.0597], [-2.8268, -5.8842, 0.9680], [-6.7983, -6.9624, -1.8420], [-5.9729, -5.9863, -3.2002], [-7.4970, -5.5179, -2.5415], [-6.7232, -4.9991, -0.4486], [-5.6536, -4.1806, -1.5737], [-4.0146, -5.8944, -1.3375], [-4.8626, -6.8484, -0.1145], [-5.9314, -4.3062, 1.3813], [-5.3331, -5.9458, 1.9410], [-5.2396, -3.9525, 3.7493], [-3.6107, -4.7771, 3.4026], [-5.0028, -2.2011, 2.2586], [-3.6128, -2.4589, 3.3035], [-2.9430, -1.8538, 0.9155], [-2.0627, -3.3568, 1.5191], [-4.5056, -3.0294, -0.2768], [-2.9128, -3.8384, -0.7139], [-3.2136, -6.8893, 1.1362], [-2.2244, -5.4931, 1.7879], [-2.2231, -5.8774, 0.0605], [3.0649, -5.5007, -0.0893], [2.1182, -4.3033, -0.0912], [2.2157, -3.4435, -1.3730], [1.3181, -2.1610, -1.3281], [1.4562, -1.5303, -2.7917], [0.6849, -0.1803, -2.9227], [1.2539, 0.7696, -1.8769], [1.1962, 0.1866, -0.4268], [1.9199, -1.1798, -0.3451], [-0.1496, -2.4206, -0.9205], [2.8784, -6.2074, 0.7193], [3.9250, -4.9084, 0.2232], [3.0372, -6.0818, -1.0111], [2.1388, -3.7556, 0.8510], [1.1765, -4.8275, 0.0714], [1.8568, -4.0211, -2.2248], [3.2310, -3.2111, -1.6944], [2.5232, -1.3753, -2.9516], [1.1015, -2.1821, -3.5901], [0.6632, 0.2313, -3.9318], [-0.3913, -0.3497, -2.8885], [2.2565, 1.0254, -2.2196], [0.7784, 1.7494, -1.9217], [1.7744, 0.9260, 0.1273], [0.1939, 0.2948, -0.0122], [2.9592, -1.1117, -0.6664], [1.8303, -1.6428, 0.6376], [-0.1448, -2.8777, 0.0690], [-0.5473, -3.2316, -1.5307], [-0.7550, -1.5253, -1.0620], [4.7766, -0.0123, -3.1179], [5.1541, -0.7975, -4.1650], [5.5727, -0.1318, -5.1285], [4.8939, -2.0384, -4.2261], [5.2880, 0.6822, -3.5394], [-0.4835, -5.1428, -4.0589], [-1.0607, -6.1422, -3.4524], [-2.2342, -5.9462, -3.1526], [-0.4794, -7.2289, -3.2354], [-1.2863, -4.6234, -3.9737], [2.1206, 5.6571, -1.8779], [2.1397, 5.0975, -0.7461], [1.8582, 3.9284, -0.5916], [2.6030, 5.7952, 0.1018], [2.5711, 6.2578, -1.2798], [0.7190, -0.5143, 2.9152], [-0.1657, -1.5306, 2.9985], [0.1490, -2.7270, 2.7654], [-1.3151, -1.2042, 3.3485], [1.6522, -0.7373, 2.9463], [-4.2835, -3.8903, -3.4288], [-3.6633, -2.6992, -3.5873], [-2.5529, -2.4761, -3.0968], [-4.1888, -1.8000, -4.2677], [-3.4367, -4.1599, -3.0656]],
  "lowdin_charge": [-0.063, -0.192, -0.086, -0.198, -0.111, -0.191, -0.164, -0.136, -0.072, 0.055, 0.078, 0.064, 0.069, 0.109, 0.100, 0.119, 0.110, 0.107, 0.125, 0.109, 0.106, 0.106, 0.112, 0.086, 0.124, 0.122, 0.114, 0.112, 0.101, 0.090, -0.086, -0.203, -0.117, -0.218, -0.082, -0.086, -0.143, -0.175, -0.053, 0.038, 0.074, 0.088, 0.080, 0.092, 0.105, 0.138, 0.096, 0.095, 0.126, 0.085, 0.105, 0.086, 0.108, 0.092, 0.095, 0.125, 0.131, 0.097, 0.096, 0.105, -0.058, -0.259, -0.133, -0.232, -0.099, -0.106, -0.158, -0.196, -0.153, 0.050, 0.067, 0.094, 0.067, 0.091, 0.120, 0.136, 0.139, 0.131, 0.132, 0.105, 0.114, 0.110, 0.112, 0.130, 0.117, 0.140, 0.138, 0.105, 0.109, 0.106, -0.072, -0.258, -0.124, -0.204, -0.091, -0.152, -0.165, -0.113, -0.107, 0.060, 0.075, 0.082, 0.073, 0.097, 0.092, 0.117, 0.131, 0.119, 0.123, 0.119, 0.118, 0.108, 0.092, 0.078, 0.088, 0.116, 0.118, 0.101, 0.093, 0.107, -0.086, -0.246, -0.069, -0.187, -0.028, -0.160, -0.181, -0.136, -0.104, 0.039, 0.076, 0.060, 0.093, 0.093, 0.102, 0.136, 0.121, 0.106, 0.142, 0.114, 0.084, 0.112, 0.080, 0.089, 0.103, 0.125, 0.101, 0.079, 0.097, 0.081, 0.009, -0.861, -0.045, -0.067, 0.073, 0.093, -0.938, -0.051, -0.059, 0.071, 0.150, -1.087, 0.000, 0.013, 0.046, 0.028, -0.849, -0.064, -0.048, 0.094, 0.068, -0.887, -0.048, -0.058, 0.037],
  "e_above_lowest_ev": 2.175,
  "total_energy_ev": -91705.3180
}